{"formula": "C24H17Cl3N2O3PdS3", "method": "ωB97M-V/def2-TZVPD", "symbols": ["Pd", "N", "C", "C", "C", "C", "C", "C", "C", "C", "N", "C", "H", "H", "H", "H", "H", "H", "H", "H", "O", "C", "C", "C", "C", "C", "S", "C", "C", "C", "C", "S", "C", "C", "C", "C", "S", "H", "H", "H", "H", "H", "H", "H", "H", "H", "Cl", "C", "Cl", "Cl", "C", "O", "O"], "positions_angstrom": [[-0.59, 0.29, 0.64], [-1.22, -1.42, -1.01], [-0.02, -2.01, -1.42], [0.14, -3.35, -1.67], [1.41, -3.88, -2.00], [2.51, -3.08, -2.08], [2.39, -1.70, -1.79], [3.48, -0.80, -1.77], [3.27, 0.51, -1.42], [1.97, 0.93, -1.08], [0.94, 0.12, -1.13], [1.13, -1.17, -1.47], [-1.49, -0.58, -1.50], [-2.00, -2.06, -0.92], [-0.72, -4.01, -1.61], [1.49, -4.94, -2.21], [3.48, -3.49, -2.34], [4.47, -1.16, -2.02], [4.09, 1.21, -1.38], [1.77, 1.95, -0.78], [0.56, -0.93, 1.61], [0.29, -0.62, 2.96], [0.01, 0.90, 2.97], [0.94, 1.88, 2.75], [0.42, 3.18, 2.88], [-0.91, 3.18, 3.19], [-1.53, 1.61, 3.33], [1.51, -0.93, 3.80], [2.57, -1.69, 3.43], [3.57, -1.78, 4.44], [3.25, -1.07, 5.56], [1.73, -0.30, 5.39], [-0.94, -1.39, 3.44], [-1.20, -2.01, 4.63], [-2.50, -2.61, 4.66], [-3.18, -2.45, 3.50], [-2.26, -1.58, 2.35], [1.98, 1.65, 2.53], [1.00, 4.09, 2.72], [-1.57, 4.03, 3.32], [2.62, -2.17, 2.46], [4.49, -2.34, 4.34], [3.81, -0.96, 6.47], [-0.50, -2.03, 5.45], [-2.89, -3.15, 5.52], [-4.17, -2.80, 3.25], [-4.08, 3.60, -1.01], [-2.41, 3.34, -1.56], [-1.57, 4.89, -1.65], [-2.42, 2.59, -3.18], [-1.72, 2.33, -0.58], [-2.30, 1.21, -0.46], [-0.67, 2.65, -0.02]], "lumo_ha": [-0.03875, -0.03866], "homo_energy_ev": [-8.4679, -8.4736], "de_lowest_kcal_mol": 3.1, "homo_lumo_gap_ev": [7.41, 7.42], "fmax_ev_per_a": 1.58, "total_charge": 0}